(1)
C22H19N2O2SV | wB97M-V/def2-TZVPD

gap between HOMO and LUMO (spin up / spin down)	0.2560 / 0.2716	Ha
energy above the lowest of the compared OMol25 structures with the same formula, charge and spin	0.216	eV
net charge	+2
multiplicity	3
LUMO energy (spin up / spin down)	-7.9 / -7.5	eV
calculated total energy	-66705.9124	eV
HOMO (spin up / spin down)	-14.874 / -14.871	eV
⟨S²⟩	2.032

Each line ends with the Mulliken charge.
Atoms and positions in Å:
V  -0.766  -0.977  0.687  1.46
C  -2.285  1.397  2.939  -1.79
C  -2.301  -0.015  2.429  1.44
C  -3.039  -0.378  1.291  -0.64
C  -3.101  -1.714  0.884  -0.99
C  -2.353  -2.702  1.535  -0.86
C  -1.620  -2.354  2.668  -0.10
C  -1.627  -1.032  3.121  -0.85
H  -2.976  1.476  3.780  0.36
H  -2.605  2.106  2.178  0.46
H  -1.297  1.677  3.305  0.40
H  -3.635  0.366  0.780  0.49
H  -3.792  -1.998  0.109  1.22
H  -2.407  -3.731  1.207  0.52
H  -1.077  -3.111  3.218  0.51
H  -1.080  -0.777  4.019  0.38
O  2.915  -1.096  1.064  -0.64
S  1.779  -0.254  1.108  1.39
O  0.719  -0.530  2.127  -0.73
N  0.745  -0.489  -0.153  -0.39
C  1.060  -0.559  -1.535  0.12
C  2.232  -0.267  -2.156  -0.71
C  2.308  -0.415  -3.563  -0.95
C  1.235  -0.847  -4.284  -0.93
C  0.016  -1.163  -3.631  0.91
C  -1.137  -1.636  -4.285  -0.45
C  -2.249  -1.928  -3.546  -1.16
C  -2.226  -1.753  -2.160  0.53
N  -1.172  -1.307  -1.485  0.31
C  -0.053  -1.013  -2.244  0.21
C  2.231  1.407  1.132  0.44
C  1.251  2.404  1.152  -0.35
C  1.660  3.720  1.160  -0.81
C  3.021  4.025  1.150  -0.42
C  3.981  3.023  1.132  -0.75
C  3.593  1.692  1.121  -0.16
H  3.097  0.064  -1.596  0.46
H  3.238  -0.185  -4.064  0.43
H  1.304  -0.962  -5.358  0.44
H  -1.133  -1.771  -5.360  0.49
H  -3.153  -2.297  -4.008  0.45
H  -3.115  -1.992  -1.603  0.18
H  0.199  2.154  1.161  0.28
H  0.928  4.516  1.174  0.43
H  3.334  5.061  1.155  0.43
H  5.032  3.275  1.132  0.42
H  4.322  0.891  1.117  0.55

(2)
C29H70Cl2F6N4O13P | wB97M-V/def2-TZVPD

gap between HOMO and LUMO	0.2893	Ha
energy above the lowest of the compared OMol25 structures with the same formula, charge and spin	0.997	eV
net charge	-1
multiplicity	1
LUMO energy	2.3	eV
calculated total energy	-114429.7091	eV
HOMO	-5.568	eV

Each line ends with the Mulliken charge.
Atoms and positions in Å:
P  -22.413  -15.889  7.463  2.45
F  -22.745  -15.394  5.974  -0.54
F  -21.202  -14.789  7.589  -0.43
F  -23.545  -14.833  8.013  -0.48
F  -22.182  -16.455  8.989  -0.38
F  -23.607  -16.897  7.321  -0.60
F  -21.394  -16.973  6.882  -0.31
C  -22.085  -20.122  5.542  -1.07
C  -22.423  -20.478  6.970  0.43
C  -21.302  -20.196  7.943  0.09
O  -21.773  -20.614  9.252  -0.29
C  -20.707  -21.017  10.047  -0.77
N  -23.625  -19.792  7.331  -0.40
H  -22.866  -20.525  4.897  0.25
H  -21.165  -20.653  5.297  0.62
H  -21.971  -19.058  5.338  -0.18
H  -22.747  -21.515  7.055  0.47
H  -21.035  -19.139  7.937  -0.67
H  -20.436  -20.776  7.626  0.56
H  -20.284  -21.979  9.759  0.36
H  -20.902  -21.064  11.118  0.35
H  -19.853  -20.340  10.021  0.11
H  -24.166  -19.809  6.478  0.17
H  -23.392  -18.815  7.228  -0.18
C  -24.403  -17.760  4.019  -1.04
C  -25.659  -18.412  4.645  2.06
C  -26.906  -18.230  3.796  -1.05
O  -28.073  -18.832  4.515  -0.40
C  -29.198  -19.015  3.649  -1.04
N  -25.465  -19.829  5.004  -0.53
H  -24.114  -18.266  3.098  0.56
H  -23.555  -17.863  4.697  -0.24
H  -24.497  -16.692  3.822  0.29
H  -25.844  -17.821  5.541  -1.35
H  -26.786  -18.812  2.882  0.60
H  -27.117  -17.189  3.550  0.36
H  -30.017  -19.412  4.249  0.26
H  -28.925  -19.866  3.025  0.38
H  -29.497  -18.167  3.033  0.34
H  -26.450  -20.003  5.141  0.26
H  -25.185  -20.334  4.175  0.31
C  -23.787  -16.735  12.178  -1.18
C  -24.408  -17.902  11.338  0.16
C  -25.251  -17.385  10.179  0.09
O  -25.734  -18.452  9.444  -0.45
C  -26.706  -18.136  8.359  -0.45
N  -23.282  -18.627  10.802  -0.32
H  -23.153  -16.979  13.031  0.39
H  -24.591  -16.105  12.558  0.43
H  -23.192  -16.126  11.497  0.01
H  -24.901  -18.513  12.094  0.43
H  -24.653  -16.868  9.429  -0.45
H  -26.110  -16.774  10.458  0.43
H  -26.964  -19.069  7.860  0.21
H  -26.207  -17.466  7.659  -0.08
H  -27.633  -17.674  8.700  0.41
H  -22.700  -18.035  10.226  -0.15
H  -22.706  -18.797  11.614  0.24
C  -15.271  -15.522  10.779  -1.56
C  -16.778  -15.095  10.646  1.51
C  -17.526  -15.540  11.919  -0.73
O  -18.920  -15.299  11.836  -0.23
C  -19.671  -16.342  11.211  -0.44
N  -16.770  -13.621  10.605  -0.74
H  -14.656  -15.070  9.999  0.45
H  -15.119  -16.585  10.591  0.26
H  -14.816  -15.179  11.708  0.36
H  -17.289  -15.471  9.760  -0.50
H  -17.084  -15.094  12.811  0.31
H  -17.399  -16.622  11.956  0.31
H  -20.740  -16.129  11.239  -0.35
H  -19.528  -17.308  11.694  0.45
H  -19.447  -16.481  10.153  0.42
H  -17.752  -13.416  10.719  0.11
H  -16.371  -13.297  11.474  0.32
C  -21.526  -10.028  13.897  -1.17
C  -20.633  -9.883  12.660  -0.29
O  -20.736  -11.045  11.855  -0.22
C  -20.088  -11.195  10.693  0.55
O  -19.322  -10.381  10.164  -0.62
O  -20.234  -12.467  10.172  -0.25
C  -21.228  -13.414  10.672  -0.13
H  -21.396  -10.926  14.501  0.32
H  -22.576  -9.956  13.611  0.31
H  -21.382  -9.171  14.554  0.38
H  -19.603  -9.638  12.919  0.32
H  -20.989  -9.044  12.062  0.29
H  -21.042  -13.623  11.725  0.33
H  -21.294  -14.346  10.110  -0.49
H  -22.204  -12.942  10.562  0.59
C  -30.483  -16.572  7.242  -1.09
C  -29.811  -16.188  5.875  0.39
O  -28.472  -15.843  6.255  -0.12
C  -27.747  -15.053  5.409  0.58
O  -28.073  -14.642  4.317  -0.63
O  -26.466  -14.962  5.964  -0.01
C  -25.511  -14.096  5.368  -0.58
H  -31.344  -17.211  7.047  0.41
H  -30.687  -15.595  7.681  0.31
H  -29.795  -17.162  7.848  0.19
H  -30.473  -15.504  5.344  0.39
H  -29.675  -17.080  5.265  -0.33
H  -24.566  -14.259  5.887  -0.09
H  -25.821  -13.052  5.319  0.41
H  -25.312  -14.433  4.351  0.29
C  -18.332  -17.560  6.288  -1.33
C  -18.417  -17.482  7.813  0.61
O  -17.220  -17.863  8.442  -0.30
C  -17.115  -19.144  8.715  0.70
O  -17.901  -20.122  8.439  -0.59
O  -15.962  -19.311  9.344  -0.30
C  -15.566  -20.597  9.736  -0.76
H  -18.481  -18.574  5.918  0.33
H  -17.359  -17.157  6.008  0.46
H  -19.183  -17.043  5.846  0.00
H  -19.242  -18.083  8.195  0.03
H  -18.669  -16.451  8.062  0.28
H  -14.613  -20.495  10.255  0.25
H  -15.310  -21.124  8.816  0.33
H  -16.272  -21.225  10.279  0.30
C  -21.144  -15.856  3.401  0.79
Cl  -21.486  -17.184  2.304  -0.17
Cl  -19.865  -14.834  2.736  -0.21
H  -21.985  -15.165  3.461  0.07
H  -20.865  -16.147  4.414  -0.51

Question: Among the records above, which one has the lowest net charge?
Answer: C29H70Cl2F6N4O13P

Question: Among the records above, which one has the lowest net charge?
Answer: C29H70Cl2F6N4O13P

Question: What is the energy above the lowest of the compared OMol25 structures with the same formula, charge and spin in the first record?
Answer: 0.216 eV

Question: Which value of calculated total energy does entry 1 give?
Answer: -66705.9124 eV